No. 1
Here is C37H33ClN4P2SeSn as an isolated structure at a distorted geometry from OMol25. Energies are from ωB97M-V/def2-TZVPD.

```
79
Properties=species:S:1:pos:R:3:mulliken_charge:R:1
Sn 0.36 0.18 0.03 1.142
N -2.45 0.05 -1.62 0.190
P -1.50 -1.35 -1.48 -0.054
C -2.60 -2.70 -1.75 0.859
C -3.93 -2.53 -2.16 -0.189
C -4.71 -3.65 -2.36 -0.810
C -4.20 -4.92 -2.12 -0.471
C -2.87 -5.09 -1.73 -0.824
C -2.07 -3.98 -1.53 -0.468
C -0.30 -1.31 -2.82 0.707
C 1.03 -1.64 -2.56 -0.404
C 1.93 -1.75 -3.61 -1.011
C 1.50 -1.52 -4.91 -0.635
C 0.17 -1.19 -5.17 -0.751
C -0.74 -1.09 -4.13 -0.684
P -1.82 1.59 -1.37 0.618
C -1.28 2.17 -2.98 0.781
C 0.02 2.62 -3.20 -0.095
C 0.39 3.05 -4.47 -0.768
C -0.54 3.01 -5.50 -0.587
C -1.84 2.56 -5.28 -0.772
C -2.22 2.15 -4.01 -0.627
C -3.15 2.64 -0.88 1.247
C -2.87 4.01 -0.88 -0.606
C -3.87 4.91 -0.58 -0.708
C -5.14 4.45 -0.26 -0.520
C -5.42 3.09 -0.22 -0.859
C -4.42 2.17 -0.50 -0.652
H -3.40 -0.07 -1.26 0.108
H -4.35 -1.55 -2.37 0.502
H -5.73 -3.53 -2.71 0.447
H -4.84 -5.78 -2.22 0.450
H -2.48 -6.08 -1.55 0.438
H -1.05 -4.11 -1.19 0.365
H 1.35 -1.90 -1.56 0.777
H 2.96 -2.04 -3.42 0.678
H 2.19 -1.63 -5.74 0.495
H -0.16 -1.03 -6.19 0.534
H -1.78 -0.87 -4.34 0.457
H 0.73 2.66 -2.38 0.380
H 1.39 3.42 -4.65 0.527
H -0.24 3.32 -6.50 0.478
H -2.56 2.54 -6.09 0.483
H -3.24 1.83 -3.83 0.426
H -1.88 4.37 -1.13 0.383
H -3.66 5.98 -0.58 0.451
H -5.93 5.16 -0.01 0.451
H -6.41 2.74 0.03 0.457
H -4.66 1.12 -0.42 0.284
C 5.68 0.00 0.58 -0.793
N 5.37 0.05 -0.85 0.290
C 4.23 0.44 -1.43 -0.162
Se 2.72 1.16 -0.58 -0.049
N 4.36 0.35 -2.76 0.251
C 5.63 -0.10 -3.07 0.573
C 6.26 -0.36 -4.29 -0.858
C 7.55 -0.83 -4.21 -0.563
C 8.21 -1.02 -2.97 -0.699
C 7.59 -0.75 -1.77 -0.703
C 6.27 -0.29 -1.85 0.755
H 4.78 0.11 1.16 0.137
H 6.38 0.79 0.83 0.389
H 6.14 -0.96 0.81 0.389
H 3.65 0.61 -3.42 0.233
H 5.78 -0.18 -5.24 0.459
H 8.08 -1.06 -5.12 0.443
H 9.22 -1.39 -2.97 0.441
H 8.11 -0.87 -0.83 0.457
Cl 2.44 0.22 5.42 -0.112
C 1.06 0.13 4.43 -0.043
C -0.21 -0.06 4.97 -0.118
C -1.30 -0.12 4.11 -0.890
C -1.11 0.01 2.76 0.111
N 0.12 0.19 2.24 -0.229
C 1.19 0.26 3.06 -0.093
H -0.33 -0.18 6.04 0.495
H -2.30 -0.26 4.50 0.445
H -1.94 -0.03 2.06 0.470
H 2.16 0.43 2.61 0.355
```

The spin multiplicity is 1. Its net charge is +4. The highest occupied orbital energy is -18.48 eV. The LUMO energy comes out at -13.6 eV. Its energy above the lowest of the compared OMol25 structures with the same formula, charge and spin is 92.20 kJ/mol. Its total energy is -147104.9654 eV. The HOMO-LUMO gap is 4.879 eV.

***

No. 2
Here is C37H33Co2NO6P as an isolated structure at a distorted geometry from OMol25. Energies are from ωB97M-V/def2-TZVPD.

```
80
Properties=species:S:1:pos:R:3:mulliken_charge:R:1
O 3.74 4.15 0.84 -0.449
C 2.93 3.33 0.84 -0.140
Co 1.68 2.12 0.89 0.458
C 2.36 1.08 2.16 0.071
O 2.83 0.69 3.15 -0.426
C 0.66 3.23 1.83 0.756
O 0.12 4.06 2.44 -0.472
C 0.90 1.76 -0.68 -0.719
C 2.21 1.30 -0.60 0.374
C 3.18 0.57 -1.20 -0.795
C 4.32 0.17 -0.40 0.424
C 5.64 0.53 -0.76 -0.649
C 6.67 0.40 0.16 -0.380
C 6.43 -0.19 1.41 -0.532
C 5.17 -0.69 1.72 -0.202
C 4.12 -0.52 0.82 -0.387
Co 0.08 0.42 0.38 0.474
C 0.53 -0.74 1.59 0.138
O 0.77 -1.59 2.35 -0.579
C -0.51 -0.17 -1.12 -0.207
O -0.80 -0.55 -2.18 -0.626
P -1.65 1.22 1.25 1.477
C -1.85 1.46 3.06 0.325
C -3.12 1.68 3.61 -0.364
C -3.26 1.83 4.99 -0.660
C -2.15 1.71 5.83 -0.605
C -0.89 1.45 5.29 -0.790
C -0.74 1.34 3.90 -0.082
C -2.18 2.84 0.53 0.158
C -2.56 3.93 1.32 -0.553
C -2.85 5.16 0.71 -0.579
C -2.81 5.28 -0.68 -0.652
C -2.49 4.17 -1.47 -0.788
C -2.17 2.95 -0.87 -0.785
C -3.07 0.10 0.89 0.299
C -4.18 0.50 0.13 -0.134
C -5.18 -0.43 -0.18 -0.666
C -5.10 -1.74 0.29 -0.514
C -4.00 -2.13 1.06 -0.686
C -3.00 -1.22 1.37 -0.427
H 0.42 2.39 -1.42 0.743
H 3.22 0.42 -2.28 0.490
H 5.78 1.00 -1.75 0.387
H 7.66 0.78 -0.09 0.357
H 7.24 -0.27 2.15 0.340
H 4.99 -1.20 2.67 0.373
H 3.14 -0.98 0.99 0.639
H -3.99 1.74 2.95 0.457
H -4.25 2.04 5.40 0.384
H -2.27 1.81 6.91 0.365
H -0.02 1.33 5.94 0.442
H 0.26 1.14 3.48 0.016
H -2.65 3.82 2.40 0.410
H -3.12 6.00 1.35 0.382
H -3.05 6.23 -1.15 0.350
H -2.48 4.23 -2.56 0.423
H -1.88 2.10 -1.49 0.486
H -4.25 1.52 -0.23 0.302
H -6.02 -0.10 -0.78 0.399
H -5.90 -2.45 0.06 0.364
H -3.93 -3.16 1.42 0.412
H -2.14 -1.54 1.96 0.336
O 1.22 -2.24 -5.40 -0.533
C 1.81 -3.53 -5.30 -0.604
C 1.55 -4.05 -3.89 0.060
C 1.12 -5.55 -3.82 -0.657
C -0.16 -5.59 -2.96 -0.573
C -0.61 -4.12 -2.82 -0.467
N 0.52 -3.34 -3.18 -0.012
H 1.27 -1.94 -6.32 0.294
H 1.37 -4.20 -6.05 0.332
H 2.90 -3.46 -5.41 0.288
H 2.49 -3.91 -3.32 0.286
H 0.91 -5.91 -4.83 0.235
H 1.92 -6.16 -3.39 0.318
H -0.94 -6.20 -3.42 0.290
H 0.07 -6.01 -1.97 0.271
H -1.48 -3.92 -3.49 0.236
H -0.95 -3.86 -1.80 0.132
H 0.45 -2.34 -3.23 0.143
```

The spin multiplicity is 1. Its net charge is -1. The highest occupied orbital energy is -3.30 eV. The LUMO energy comes out at 2.6 eV. Its energy above the lowest of the compared OMol25 structures with the same formula, charge and spin is 8.27 kJ/mol. Its total energy is -137220.5596 eV. The HOMO-LUMO gap is 5.946 eV.

***

No. 3
Here is C37H33F6N9O25S6V as an isolated structure at a distorted geometry from OMol25. Energies are from ωB97M-V/def2-TZVPD.

```
117
Properties=species:S:1:pos:R:3:mulliken_charge:R:1
V 0.60 -0.17 1.37 2.443
N -0.98 -1.04 2.17 0.758
S -1.62 -2.44 2.08 0.187
O -2.97 -2.50 1.57 -0.474
O -0.96 -3.49 2.89 -0.560
F -0.75 -2.65 0.74 -0.146
S -2.11 -0.77 3.46 0.497
O -1.97 -1.42 4.75 -0.561
O -3.39 -0.22 3.09 -0.588
F -1.34 0.61 3.67 -0.198
N 2.03 -1.47 1.75 0.280
S 2.61 -2.33 3.13 0.576
O 3.60 -1.63 3.99 -0.529
O 2.59 -3.83 3.26 -0.546
F 1.37 -1.83 3.97 -0.188
S 3.01 -2.34 0.83 0.324
O 2.45 -3.50 0.20 -0.393
O 4.45 -2.23 1.09 -0.512
F 2.81 -1.31 -0.39 -0.226
N 2.75 0.40 5.54 -0.217
S 2.11 1.56 4.33 0.856
O 1.62 2.87 4.66 -0.563
O 1.52 0.86 3.16 0.365
F 3.62 1.79 3.85 -0.170
S 1.59 0.92 6.51 0.957
O 0.18 0.73 6.14 -0.532
O 1.91 2.02 7.41 -0.635
F 1.75 -0.38 7.46 -0.342
C -0.11 -0.38 -2.02 -0.976
O -0.08 -0.14 -0.65 -0.053
H -1.09 -0.67 -2.39 -0.097
H 0.21 0.50 -2.58 0.307
H 0.66 -1.13 -2.22 0.304
C 4.43 4.67 -2.79 -0.430
C 4.30 3.30 -2.81 -0.688
C 3.64 2.65 -1.80 -0.429
C 3.27 3.32 -0.61 0.129
C 3.38 4.74 -0.64 -0.643
C 3.86 5.38 -1.75 -0.558
N 2.79 2.65 0.58 1.116
O 2.82 3.23 1.64 -0.600
O 2.25 1.52 0.41 -0.236
H 4.88 5.16 -3.64 0.440
H 4.61 2.78 -3.71 0.450
H 3.56 1.57 -1.82 0.500
H 2.94 5.30 0.17 0.435
H 3.84 6.46 -1.76 0.394
C -4.85 0.15 -0.13 -0.310
C -6.24 0.17 -0.34 -1.001
C -6.74 0.34 -1.66 -0.522
C -5.90 0.44 -2.75 0.032
C -4.49 0.48 -2.59 -0.317
C -4.07 0.35 -1.25 -0.002
N -6.53 0.63 -4.08 0.900
O -5.77 0.40 -5.05 -0.539
O -7.73 1.03 -4.17 -0.588
H -4.49 0.03 0.88 0.588
H -6.93 0.32 0.48 0.423
H -7.78 0.46 -1.89 0.500
H -3.78 0.63 -3.39 0.529
H -3.01 0.39 -1.02 0.291
C 7.26 5.13 0.81 -0.257
C 6.36 4.69 1.79 -0.932
C 5.98 3.34 1.78 0.109
C 6.44 2.46 0.76 -0.212
C 7.21 3.02 -0.25 -0.022
C 7.62 4.32 -0.28 -0.887
N 5.92 1.05 0.76 0.887
O 4.91 0.74 1.42 -0.325
O 6.38 0.24 -0.01 -0.614
H 7.59 6.15 0.96 0.397
H 6.23 5.35 2.63 0.417
H 5.40 2.90 2.57 0.565
H 7.49 2.42 -1.11 0.459
H 8.46 4.67 -0.86 0.410
C -4.09 -2.81 -2.37 -0.715
C -2.72 -3.09 -2.27 -0.425
C -1.96 -3.27 -3.43 -0.539
C -2.67 -3.37 -4.70 0.009
C -4.04 -3.05 -4.83 -0.761
C -4.73 -2.75 -3.62 -0.369
N -1.97 -3.70 -5.94 1.018
O -0.89 -3.16 -6.11 -0.575
O -2.45 -4.39 -6.78 -0.608
H -4.68 -2.53 -1.51 0.613
H -2.21 -3.05 -1.32 0.530
H -0.91 -3.46 -3.35 0.818
H -4.50 -3.18 -5.80 0.513
H -5.81 -2.67 -3.69 0.461
C -4.51 4.83 2.23 -0.645
C -4.35 3.40 2.25 -0.453
C -3.14 2.88 1.96 0.847
C -2.03 3.64 1.61 -0.177
C -2.23 5.03 1.54 -0.796
C -3.46 5.55 1.74 -0.401
N -0.76 3.05 1.16 1.003
O -0.42 1.95 1.59 -0.487
O 0.01 3.72 0.45 -0.534
H -5.45 5.33 2.40 0.367
H -5.29 2.89 2.44 0.440
H -2.96 1.82 2.00 -0.121
H -1.39 5.66 1.28 0.425
H -3.61 6.59 1.48 0.368
C -1.19 -6.68 0.60 -0.606
C -1.60 -7.63 -0.29 -0.653
C -1.26 -7.46 -1.60 -0.602
C -0.38 -6.45 -2.01 -0.041
C 0.14 -5.60 -1.07 -0.196
C -0.31 -5.66 0.23 -0.376
N 0.14 -6.34 -3.45 1.087
O -0.36 -6.93 -4.37 -0.631
O 1.07 -5.58 -3.67 -0.575
H -1.58 -6.68 1.61 0.448
H -2.41 -8.30 -0.02 0.344
H -1.49 -8.22 -2.33 0.415
H 0.85 -4.82 -1.30 0.745
H 0.00 -4.90 0.92 0.626
```

The spin multiplicity is 3. Its net charge is -1. The highest occupied orbital energy (alpha / beta) is -7.28 / -7.28 eV. The LUMO energy (alpha / beta) comes out at -0.8 / -0.5 eV. Its total energy is -210482.0222 eV. The HOMO-LUMO gap (alpha / beta) is 6.479 / 6.813 eV.

***

No. 4
Here is C37H33N11O2S3W as an isolated structure at a distorted geometry from OMol25. Energies are from ωB97M-V/def2-TZVPD.

```
87
Properties=species:S:1:pos:R:3:mulliken_charge:R:1
W 0.83 -0.63 0.50 1.642
C -2.77 -4.82 -0.31 -0.836
N -1.48 -4.17 -0.02 0.920
C -1.27 -3.05 0.64 -0.437
N 0.00 -2.68 0.51 -0.190
C 0.53 -3.69 -0.27 -0.619
N -0.34 -4.59 -0.60 -1.028
C -3.87 -3.81 -0.52 0.423
C -5.14 -4.07 -0.03 -1.013
C -6.19 -3.20 -0.28 -0.821
C -5.97 -2.04 -0.99 -1.034
C -4.69 -1.74 -1.46 0.211
C -3.65 -2.63 -1.24 0.554
C -4.52 -0.50 -2.22 0.342
N -5.41 0.09 -2.93 -0.507
N -4.85 1.27 -3.39 -0.369
C -3.66 1.33 -2.93 0.448
O -3.35 0.23 -2.16 -0.091
C -2.70 2.41 -3.18 -0.131
C -2.91 3.15 -4.34 -1.067
C -2.10 4.24 -4.62 -0.738
C -1.08 4.59 -3.75 -0.981
C -0.87 3.86 -2.58 0.754
C 0.27 4.33 -1.69 -1.159
N 0.60 3.36 -0.65 0.794
C 1.02 2.13 -0.83 -0.685
N 1.00 1.48 0.34 0.659
C 0.54 2.43 1.23 -0.779
N 0.27 3.57 0.66 -0.923
C -1.68 2.77 -2.30 0.497
H -3.01 -5.51 0.50 0.410
H -2.59 -5.41 -1.21 0.371
H -2.06 -2.52 1.16 0.668
H 1.56 -3.72 -0.58 0.632
H -5.32 -4.98 0.53 0.460
H -7.18 -3.43 0.09 0.453
H -6.78 -1.35 -1.20 0.576
H -2.67 -2.43 -1.67 0.667
H -3.71 2.87 -5.01 0.555
H -2.26 4.82 -5.52 0.434
H -0.45 5.44 -3.97 0.481
H 0.04 5.26 -1.18 0.389
H 1.16 4.48 -2.29 0.497
H 1.29 1.73 -1.79 0.546
H 0.40 2.25 2.28 0.757
H -1.56 2.21 -1.38 0.435
S 0.20 -1.06 -2.85 -0.101
C 0.49 -0.80 -1.37 -0.080
O 2.56 -1.42 0.29 -0.371
S 4.04 -1.29 0.94 0.117
C 3.95 0.32 1.68 0.530
C 3.22 0.36 2.86 -0.349
C 3.06 1.57 3.51 -0.688
C 3.66 2.71 2.98 -0.608
C 4.40 2.65 1.80 -0.771
C 4.55 1.44 1.13 -0.431
C 5.07 -1.13 -0.46 0.702
C 6.33 -1.70 -0.31 -0.530
C 7.24 -1.58 -1.35 -0.742
C 6.87 -0.91 -2.51 -0.521
C 5.59 -0.36 -2.65 -0.666
C 4.68 -0.46 -1.61 -0.133
H 2.82 -0.55 3.29 0.580
H 2.52 1.63 4.44 0.502
H 3.57 3.66 3.50 0.474
H 4.89 3.54 1.42 0.486
H 5.15 1.37 0.23 0.506
H 6.60 -2.24 0.59 0.502
H 8.22 -2.01 -1.26 0.447
H 7.57 -0.83 -3.33 0.442
H 5.32 0.13 -3.57 0.450
H 3.68 -0.04 -1.70 0.471
C -0.44 0.36 5.98 -1.145
C -0.32 -0.85 5.05 -0.480
C -0.88 -0.56 3.70 0.169
N -0.21 -0.43 2.61 -0.375
N -0.98 -0.13 1.49 0.814
C -2.28 -0.08 1.76 -0.170
N -3.21 0.16 0.87 -0.008
S -2.60 -0.33 3.45 -0.068
H -0.04 0.10 6.96 0.386
H -1.48 0.66 6.12 0.444
H 0.11 1.22 5.60 0.258
H -0.85 -1.70 5.47 0.374
H 0.72 -1.14 4.92 0.193
H -3.00 0.21 -0.13 -0.078
H -4.19 0.18 1.12 0.297
```

The spin multiplicity is 2. Its net charge is +3. The highest occupied orbital energy (alpha / beta) is -15.41 / -15.41 eV. The LUMO energy (alpha / beta) comes out at -9.4 / -10.0 eV. Its energy above the lowest of the compared OMol25 structures with the same formula, charge and spin is 0.00 kJ/mol. Its total energy is -93696.8109 eV. The HOMO-LUMO gap (alpha / beta) is 6.003 / 5.426 eV.

***

No. 5
Here is C37H34N2O as an isolated structure at a distorted geometry from OMol25. Energies are from ωB97M-V/def2-TZVPD.

```
74
Properties=species:S:1:pos:R:3:mulliken_charge:R:1
C -2.67 -4.24 -1.05 -1.092
N -2.25 -2.92 -1.46 0.409
C -2.73 -2.31 -2.60 0.153
O -3.52 -2.83 -3.38 -0.697
C -2.12 -0.92 -2.67 0.047
C -3.19 0.17 -2.62 -1.351
C -4.06 0.00 -1.39 0.249
C -5.16 -0.86 -1.42 -0.245
C -5.93 -1.06 -0.28 -0.701
C -5.57 -0.43 0.92 -0.479
C -4.48 0.45 0.95 -0.676
C -3.74 0.68 -0.21 -0.070
N -1.23 -0.90 -1.51 0.570
C -0.52 0.20 -1.16 -1.712
C 0.10 0.33 0.06 0.905
C 1.12 1.32 0.28 -0.040
C 1.94 1.21 1.52 0.461
C 3.07 2.01 1.63 -0.103
C 3.95 1.86 2.70 -0.854
C 3.67 0.91 3.70 -0.456
C 2.48 0.19 3.65 -0.797
C 1.59 0.36 2.58 -0.338
C -1.30 -2.13 -0.68 -0.553
C 0.01 -2.82 -0.47 -0.941
C 0.74 -3.26 -1.50 -0.086
C 2.04 -3.91 -1.39 0.899
C 2.71 -4.34 -2.56 -0.444
C 3.97 -4.93 -2.49 -0.551
C 4.58 -5.11 -1.24 -0.425
C 3.92 -4.71 -0.07 -0.659
C 2.66 -4.12 -0.14 -0.462
H -3.37 -4.63 -1.79 0.378
H -1.81 -4.91 -0.96 0.297
H -3.17 -4.20 -0.07 0.354
H -1.52 -0.86 -3.60 0.336
H -2.70 1.15 -2.63 0.541
H -3.80 0.04 -3.53 0.605
H -5.41 -1.37 -2.36 0.399
H -6.79 -1.73 -0.32 0.386
H -6.14 -0.62 1.83 0.390
H -4.19 0.96 1.88 0.424
H -2.91 1.39 -0.21 0.472
H -0.44 0.98 -1.92 0.340
H -0.19 -0.34 0.87 -0.003
H 1.73 1.53 -0.66 0.635
H 3.24 2.79 0.88 0.271
H 4.85 2.48 2.74 0.395
H 4.35 0.81 4.54 0.369
H 2.24 -0.52 4.45 0.367
H 0.62 -0.15 2.63 0.418
H -1.75 -1.88 0.30 0.622
H 0.33 -2.92 0.57 0.315
H 0.36 -3.12 -2.52 0.173
H 2.21 -4.20 -3.52 0.363
H 4.48 -5.24 -3.40 0.365
H 5.57 -5.57 -1.18 0.361
H 4.39 -4.86 0.91 0.369
H 2.14 -3.81 0.78 0.240
C -0.19 4.14 2.44 -1.531
C -0.40 3.09 1.54 -0.476
C 0.47 3.22 0.39 0.450
C 1.18 4.50 0.60 -0.360
C 0.78 5.05 1.87 0.683
C 1.27 6.29 2.30 -0.612
C 2.15 7.01 1.46 -0.443
C 2.54 6.47 0.22 -0.698
C 2.09 5.21 -0.21 -0.090
H -0.68 4.31 3.40 0.409
H -1.05 2.22 1.73 0.581
H 0.23 2.94 -0.63 0.407
H 1.00 6.69 3.28 0.395
H 2.58 7.96 1.79 0.359
H 3.21 7.04 -0.43 0.367
H 2.40 4.76 -1.16 0.416
```

The spin multiplicity is 1. Its net charge is 0. The highest occupied orbital energy is -7.12 eV. The LUMO energy comes out at 0.0 eV. Its energy above the lowest of the compared OMol25 structures with the same formula, charge and spin is 0.00 kJ/mol. Its total energy is -43946.3245 eV. The HOMO-LUMO gap is 7.141 eV.

***

- Look up the net charge of the third one.
  -1